1.
{
  "formula": "C23H42BeBr3Cl5O7",
  "method": "wB97M-V/def2-TZVPD",
  "species": ["C", "Cl", "H", "H", "H", "H", "H", "H", "C", "H", "O", "C", "C", "H", "H", "H", "Cl", "C", "C", "O", "C", "O", "C", "H", "H", "Cl", "H", "H", "H", "H", "C", "O", "O", "H", "H", "H", "H", "C", "H", "H", "H", "H", "C", "Br", "H", "C", "C", "C", "Br", "Be", "C", "C", "H", "H", "C", "H", "H", "H", "H", "Cl", "C", "H", "H", "C", "H", "O", "H", "C", "H", "H", "O", "Cl", "H", "H", "C", "C", "H", "H", "Br", "C", "H"],
  "positions_angstrom": [[-0.647, 2.378, -1.796], [-9.664, -2.772, 3.625], [-1.410, -2.182, -2.449], [-1.261, 2.807, -2.590], [3.874, -0.224, 2.022], [1.100, -0.342, 0.415], [2.995, -1.351, -4.873], [-11.016, -0.306, 3.267], [-7.904, -2.859, 3.601], [-0.199, 1.139, 0.729], [-7.521, -2.281, 6.791], [6.360, 0.982, 0.182], [-1.237, 1.145, 0.399], [5.775, 2.519, -1.196], [3.641, -0.897, 0.406], [-2.369, 0.085, -1.061], [-4.124, -1.966, 4.389], [-0.656, -1.181, -0.734], [5.667, -0.253, 0.741], [-1.189, -3.255, 1.846], [0.687, 3.141, -1.696], [-1.172, -2.491, -0.252], [-0.679, -2.711, 0.964], [1.110, 3.297, -2.687], [7.457, 0.793, 0.217], [-7.205, -1.228, 3.594], [2.437, -0.615, -6.371], [-7.577, -3.368, 4.502], [-1.241, 3.254, 0.123], [3.815, 2.659, -0.519], [-2.522, -2.623, 4.698], [0.562, -2.186, 1.035], [8.773, 0.213, -1.399], [5.404, 0.432, -3.003], [5.874, -1.146, 0.153], [-2.535, 2.391, -0.762], [3.788, 0.875, 0.661], [1.719, 2.295, -0.904], [0.514, 4.091, -1.192], [6.100, -0.459, 1.723], [2.864, 0.755, -2.525], [4.634, -0.260, -1.623], [0.698, -1.237, -0.054], [-10.820, 2.045, 4.006], [3.193, 0.408, -5.110], [4.134, -0.110, 0.971], [-11.762, 0.444, 3.491], [-1.737, -0.185, -0.216], [-12.843, -0.242, 4.933], [-2.193, 0.355, 7.389], [-0.745, -1.339, -2.269], [0.573, -1.647, -2.986], [1.547, -1.634, -0.612], [-1.961, -2.647, 3.772], [1.228, -0.167, -4.635], [-0.424, 1.354, -2.098], [-1.212, -0.486, -2.750], [-2.383, -0.706, 0.487], [1.409, -1.090, -2.555], [-1.640, -1.612, 5.878], [3.172, 2.529, -1.388], [1.641, 2.604, 0.143], [1.488, 1.234, -0.995], [6.015, 1.455, -1.243], [3.787, 1.937, -3.406], [0.896, 0.920, -4.388], [-2.619, -3.622, 5.108], [3.663, 1.496, -2.418], [9.504, -0.041, -0.828], [0.823, -2.705, -2.983], [0.436, -1.254, -4.379], [-7.340, -3.779, 2.207], [6.204, 1.799, 0.896], [3.155, 3.501, -1.888], [4.951, 0.694, -2.045], [-1.477, 2.386, -0.494], [-1.831, 1.317, 1.301], [-7.250, -1.962, 5.926], [-12.799, 0.710, 1.887], [2.558, -0.448, -5.303], [6.941, 1.429, -1.804]],
  "mulliken_charge": [0.335, -0.107, 0.450, 0.485, 0.637, 0.032, 0.308, -0.060, 0.094, 0.466, -0.527, -0.545, -0.564, 0.467, -0.011, 0.581, -0.025, 3.009, -0.963, -0.583, -1.515, -0.517, 0.298, 0.606, 0.190, -0.173, 0.374, 0.263, 0.461, 0.762, 0.314, -0.457, -0.536, 0.467, 0.378, 0.409, -0.107, 0.979, 0.302, 0.413, -1.131, 0.457, -0.741, -0.007, 0.287, -0.487, 0.067, -1.757, 0.005, 0.266, -1.862, 0.293, 0.256, -0.208, 0.622, -0.566, 0.639, 0.511, -0.314, -0.129, -1.543, 0.535, -0.805, -0.849, 0.530, -0.417, 0.288, 0.981, 0.266, 0.356, -0.437, -0.125, 0.277, 0.293, -1.094, -1.203, 0.334, 0.312, -0.006, -0.959, 0.674],
  "de_lowest_kcal_mol": 0.00,
  "lumo_energy_ev": -6.695,
  "charge": 0,
  "homo_energy_ha": -0.279,
  "homo_lumo_gap_ev": 0.89,
  "e_tot_ev": -311991.436
}



2.
{
  "formula": "C23H42Cu2N3O4",
  "method": "wB97M-V/def2-TZVPD",
  "species": ["H", "H", "C", "C", "H", "C", "H", "H", "C", "H", "C", "H", "H", "C", "H", "H", "C", "C", "H", "H", "C", "C", "H", "C", "H", "C", "H", "N", "H", "H", "H", "H", "H", "H", "H", "Cu", "H", "O", "C", "Cu", "H", "H", "H", "C", "H", "H", "H", "H", "H", "C", "C", "H", "H", "H", "O", "C", "H", "H", "H", "C", "H", "C", "O", "C", "C", "C", "N", "C", "H", "H", "H", "N", "H", "O"],
  "positions_angstrom": [[10.745, 1.708, 10.853], [13.984, -1.379, 12.273], [17.392, -2.701, 11.971], [11.795, 0.859, 9.215], [9.754, 1.036, 6.366], [17.555, -4.007, 16.275], [16.882, 4.710, 13.604], [11.595, 5.586, 10.642], [18.664, -5.821, 15.257], [12.591, 1.140, 12.267], [12.320, 5.119, 11.308], [18.468, -4.781, 18.510], [13.934, 5.767, 9.944], [16.822, -3.831, 12.630], [9.809, 2.343, 7.615], [19.320, -0.009, 12.173], [13.339, 1.730, 11.737], [15.686, -4.396, 12.044], [13.933, 2.249, 12.489], [12.769, 1.027, 8.755], [17.381, -4.286, 13.879], [13.620, 4.892, 10.514], [16.765, 5.137, 11.852], [17.101, 4.400, 12.582], [10.856, 2.848, 9.512], [11.397, 2.078, 10.062], [18.245, -2.161, 12.355], [18.322, -5.085, 16.399], [11.851, 0.072, 9.967], [14.508, -1.568, 9.468], [14.607, 3.083, 9.937], [10.724, -0.588, 7.866], [11.267, 1.932, 6.700], [19.153, -6.739, 15.546], [19.871, -5.547, 17.787], [17.998, 2.074, 10.157], [10.914, 3.546, 12.170], [18.573, 0.402, 11.697], [16.852, -2.234, 10.823], [16.270, 0.839, 12.018], [14.419, 4.845, 11.253], [12.438, 3.661, 12.844], [16.011, -1.752, 8.435], [10.351, 1.530, 7.132], [17.089, -1.316, 10.306], [13.186, 3.468, 8.911], [18.288, -6.407, 18.043], [14.509, -2.225, 13.655], [13.939, 1.050, 11.132], [10.663, 0.430, 8.250], [14.134, -1.250, 13.345], [14.685, -3.079, 8.526], [17.443, -3.510, 17.227], [14.277, -4.258, 10.384], [16.101, 0.794, 9.734], [18.099, -5.482, 14.010], [18.173, 4.532, 12.433], [18.356, -6.099, 13.162], [12.446, 5.847, 12.109], [15.222, -3.920, 10.783], [16.610, -2.630, 14.942], [15.214, -2.247, 8.990], [16.627, 3.123, 12.424], [17.070, -3.601, 15.050], [13.590, 3.475, 9.924], [11.938, 3.783, 11.884], [15.852, -2.829, 10.210], [18.783, -5.485, 17.740], [9.813, 0.233, 8.903], [13.120, -1.303, 13.741], [15.505, 0.473, 9.029], [12.532, 2.756, 10.876], [15.156, -5.245, 12.450], [14.966, -0.225, 13.829]],
  "mulliken_charge": [0.369, -0.173, -0.655, 0.074, 0.369, -0.118, 0.260, 0.307, -0.571, 0.367, -0.737, 0.304, 0.449, 1.037, 0.310, 0.051, -0.940, -0.643, 0.640, 0.321, 0.229, -0.315, 0.241, -1.024, 0.422, -1.150, 0.327, 0.022, 0.242, 0.430, -0.015, 0.462, 0.301, 0.461, 0.367, 0.433, 0.364, -0.800, -0.246, 1.193, 0.001, 0.363, 0.407, -1.087, 0.621, 0.425, 0.385, -0.004, -0.190, -0.993, -0.212, 0.334, 0.400, 0.389, -0.578, -0.396, 0.251, 0.482, 0.453, -0.178, 0.557, -1.100, -0.677, -0.770, -0.311, -0.532, 0.107, -0.915, 0.373, 0.348, -0.130, 0.561, 0.477, -0.825],
  "de_lowest_kcal_mol": 25.74,
  "lumo_energy_ev": -4.358,
  "charge": 1,
  "homo_energy_ha": -0.281,
  "homo_lumo_gap_ev": 3.29,
  "e_tot_ev": -126456.654
}



3.
{
  "formula": "C23H42FI2N6O8P2",
  "method": "wB97M-V/def2-TZVPD",
  "species": ["O", "N", "H", "O", "H", "F", "H", "H", "C", "C", "H", "C", "H", "H", "H", "C", "H", "C", "C", "H", "O", "H", "N", "H", "H", "H", "N", "I", "C", "H", "P", "C", "H", "H", "O", "C", "O", "C", "H", "H", "N", "C", "H", "H", "H", "C", "H", "C", "C", "O", "O", "C", "H", "C", "H", "H", "H", "P", "C", "H", "C", "H", "I", "H", "H", "H", "C", "C", "O", "H", "N", "H", "N", "C", "H", "H", "H", "C", "H", "H", "H", "C", "H", "H"],
  "positions_angstrom": [[9.057, 2.882, 0.510], [5.988, 0.140, 0.089], [-2.489, -3.058, 1.634], [-3.243, 0.561, -2.314], [-2.085, -4.088, -1.772], [-1.737, 1.684, 0.572], [8.068, 0.151, 0.240], [-4.361, 1.165, 3.469], [-8.089, -1.048, 0.418], [-1.023, -1.756, -0.964], [-0.410, -4.529, -2.281], [-3.267, -2.573, 0.968], [-7.158, 1.987, -3.122], [-4.606, -4.111, 1.734], [-8.070, -0.994, -0.699], [-0.750, 1.251, -1.389], [0.325, 1.251, -1.024], [4.981, -0.008, 1.118], [11.624, 3.429, 1.409], [-0.714, 0.620, -2.327], [-4.526, 0.262, 3.117], [-5.545, -2.861, 0.849], [11.269, 3.184, 0.023], [4.673, 0.983, 1.460], [11.065, 4.292, 1.776], [4.111, -0.541, 0.737], [-1.670, 0.680, -0.359], [-1.784, 3.189, -3.870], [5.808, -0.344, -1.163], [-7.822, 0.583, -2.220], [-3.084, -0.447, 2.677], [-0.464, -3.151, -0.454], [7.228, 1.160, 1.445], [-7.396, 0.572, 1.711], [-6.148, -2.668, -1.625], [-6.116, 1.693, -1.165], [-0.633, -1.024, 1.233], [0.548, -0.368, 1.166], [11.897, 3.020, -1.976], [-1.777, -1.992, -1.776], [-4.186, -1.374, -1.466], [7.230, 0.830, 0.408], [-4.951, -2.541, 2.520], [12.772, 4.211, -0.987], [4.833, -0.847, -1.294], [-4.021, -0.491, -0.245], [-7.970, -2.147, 0.676], [-3.084, 0.701, -0.925], [-1.056, -4.317, -1.391], [-1.913, 0.689, 3.133], [-0.851, 3.704, -1.194], [12.309, 3.221, -0.987], [9.816, 2.757, -1.366], [-6.900, -0.284, 1.152], [5.406, -0.568, 1.956], [-3.413, 1.754, -0.669], [-6.513, -0.948, 1.980], [-5.566, 0.467, 0.121], [-1.531, -0.744, 0.129], [-0.728, -3.442, 0.588], [-1.045, 2.731, -1.852], [-3.683, -1.650, 4.337], [-1.316, -6.114, -0.153], [-3.130, -3.113, -0.020], [-5.292, 2.371, -1.553], [-9.114, -0.769, 0.789], [-6.861, 1.127, -2.442], [-2.961, -1.007, 0.875], [6.608, -0.256, -2.074], [13.062, 2.466, -0.753], [-2.847, -1.605, 3.737], [-1.164, 0.177, 3.502], [1.444, 0.349, 1.233], [9.976, 2.928, -0.288], [-0.145, -1.330, -1.549], [0.652, -3.227, -0.572], [12.692, 3.619, 1.499], [-5.348, -1.823, -1.583], [7.340, 1.690, -0.248], [-6.241, 0.434, -3.081], [11.353, 2.558, 2.009], [-4.663, -2.996, 1.530], [-3.829, 1.245, -2.688], [-6.846, 2.394, -0.655]],
  "mulliken_charge": [-0.620, 0.204, 0.556, -0.434, 0.375, -0.244, 0.282, 0.312, -0.941, -1.344, 0.524, -0.551, 0.404, 0.431, 0.137, -0.217, 0.552, -0.831, -0.930, 0.582, -0.364, 0.075, 0.108, 0.340, 0.292, 0.154, 1.637, 0.078, 0.092, 0.272, 0.729, -0.661, 0.411, 0.597, -0.388, -0.175, -0.386, 0.451, 0.298, 0.404, -0.371, -1.004, 0.266, 0.337, 0.234, 1.625, 0.272, -2.866, -1.120, -0.534, -0.366, -0.907, 0.256, -0.144, 0.351, 0.778, 0.299, -0.274, -0.116, 0.428, -0.540, 0.243, 0.060, 0.121, 0.267, 0.288, -1.066, 0.695, -0.590, 0.338, -0.851, 0.345, -0.423, 0.182, 0.538, 0.496, 0.380, 0.378, 0.326, 0.208, 0.285, -1.001, 0.488, 0.478],
  "lumo_energy_ev": -3.508,
  "charge": 1,
  "homo_energy_ha": -0.378,
  "homo_lumo_gap_ev": 6.78,
  "e_tot_ev": -87333.305
}